{
  "formula": "C20H28N2O6",
  "method": "the ωB97M-V functional and the def2-TZVPD basis",
  "max_force_ha_per_bohr": 0.0158,
  "multiplicity": 1,
  "homo_lumo_gap_ev": 8.048,
  "relative_energy_kj_mol": 503.2,
  "species": ["O", "O", "O", "O", "O", "O", "N", "N", "C", "C", "C", "C", "C", "C", "C", "C", "C", "C", "C", "C", "C", "C", "C", "C", "C", "C", "C", "C", "H", "H", "H", "H", "H", "H", "H", "H", "H", "H", "H", "H", "H", "H", "H", "H", "H", "H", "H", "H", "H", "H", "H", "H", "H", "H", "H", "H"],
  "positions_angstrom": [[-1.535, 3.921, -4.223], [-2.360, -2.021, 4.060], [0.505, 3.307, -4.925], [-1.394, -4.229, 4.785], [2.981, 0.175, -0.831], [1.050, -5.247, 3.640], [0.842, 4.281, -1.886], [1.284, 1.466, -1.535], [1.807, 0.505, -0.726], [0.291, 4.880, -3.079], [0.541, -4.034, 3.243], [1.310, -1.264, 0.862], [-0.902, -5.356, 5.472], [2.166, 2.218, -2.407], [-0.058, 3.450, -1.115], [1.153, -3.241, 2.283], [-0.653, -3.596, 3.838], [-1.202, -2.361, 3.425], [0.611, -2.024, 1.874], [-2.977, -0.806, 3.720], [-0.062, 1.980, -1.573], [0.921, -0.127, 0.270], [2.166, 3.691, -1.975], [-0.582, -1.594, 2.458], [-2.284, 1.672, -4.844], [-0.200, 3.936, -4.179], [2.262, -5.686, 3.079], [-2.155, 3.134, -5.245], [1.827, 2.124, -3.443], [2.771, 4.279, -2.665], [-1.008, -0.653, 2.158], [3.082, -4.993, 3.294], [-1.564, 3.222, -6.162], [-1.651, -5.568, 6.235], [-3.867, -0.746, 4.345], [1.065, 5.515, -3.518], [-2.804, 1.584, -3.892], [2.261, -1.671, 0.538], [0.058, -5.152, 5.951], [-0.556, 5.504, -2.778], [-3.137, 3.588, -5.389], [-0.798, -6.221, 4.813], [-0.419, 1.922, -2.607], [-2.848, 1.139, -5.604], [-1.301, 1.215, -4.759], [2.610, 3.760, -0.975], [-0.736, 1.391, -0.954], [-2.329, 0.051, 3.932], [2.072, -3.565, 1.823], [2.468, -6.644, 3.554], [3.167, 1.795, -2.315], [-0.004, 0.357, 0.535], [-3.276, -0.785, 2.666], [-1.066, 3.865, -1.173], [2.179, -5.831, 1.997], [0.279, 3.487, -0.072]],
  "forces_ev_per_a": [[-0.253, 0.104, 0.234], [0.357, -0.316, -0.062], [-0.004, -0.044, -0.083], [0.092, 0.306, -0.439], [0.137, -0.137, 0.085], [-0.418, 0.365, 0.024], [-0.061, 0.085, -0.134], [0.053, 0.107, -0.114], [0.231, -0.019, -0.193], [-0.049, 0.075, 0.086], [-0.175, -0.133, 0.228], [0.112, 0.556, -0.550], [0.077, -0.440, 0.318], [0.445, 0.150, -0.086], [-0.118, -0.177, 0.034], [0.038, 0.229, -0.176], [-0.096, 0.010, 0.093], [-0.069, -0.145, 0.152], [-0.356, -0.464, 0.563], [-0.085, 0.214, -0.075], [-0.287, 0.254, 0.216], [-0.016, -0.416, 0.392], [0.112, -0.232, -0.063], [0.033, 0.018, -0.019], [0.155, 0.391, 0.033], [0.216, 0.250, 0.037], [0.199, -0.085, -0.092], [-0.059, -0.374, -0.396], [0.056, -0.013, 0.110], [0.038, 0.031, 0.017], [-0.099, 0.115, 0.002], [-0.034, -0.021, -0.025], [-0.149, 0.043, 0.117], [0.067, 0.006, -0.035], [0.050, 0.041, -0.065], [-0.112, -0.041, -0.046], [-0.069, -0.049, 0.062], [0.087, 0.018, -0.047], [-0.069, -0.017, -0.027], [0.104, -0.008, -0.091], [0.141, -0.022, -0.003], [-0.016, 0.085, 0.099], [-0.060, -0.080, 0.096], [-0.076, -0.083, -0.070], [0.044, -0.059, 0.008], [0.093, -0.051, -0.064], [0.015, 0.008, -0.066], [-0.020, -0.039, -0.024], [0.108, -0.063, -0.031], [0.041, 0.061, -0.069], [-0.125, 0.071, -0.056], [-0.147, -0.029, 0.055], [0.028, 0.004, 0.039], [-0.019, 0.015, 0.040], [0.016, 0.022, 0.042], [-0.105, -0.079, 0.023]],
  "nbo_charge": [-0.51, -0.48, -0.61, -0.49, -0.65, -0.51, -0.43, -0.44, 0.65, -0.31, 0.23, -0.09, -0.24, -0.26, -0.23, -0.27, 0.28, 0.27, -0.08, -0.25, -0.22, -0.32, -0.22, -0.29, -0.64, 0.78, -0.25, -0.08, 0.22, 0.21, 0.21, 0.18, 0.20, 0.19, 0.20, 0.22, 0.21, 0.23, 0.18, 0.21, 0.19, 0.18, 0.19, 0.22, 0.22, 0.20, 0.21, 0.17, 0.22, 0.20, 0.25, 0.19, 0.17, 0.21, 0.18, 0.20]
}